Below is a molecular structure, C24H21BClCsN10O6 in a non-equilibrium geometry, with properties calculated with wB97M-V/def2-TZVPD.

```
! RIJCOSX wB97M-V def2-TZVPD def2/J DEFGRID3
* xyz -1 2
Cs -0.3128 -0.6377 -0.1643
C -4.1482 2.8243 0.2582
C -3.7948 1.4713 0.4214
N -2.6037 1.2111 -0.0865
N -2.1618 2.3886 -0.5991
C -3.0681 3.3713 -0.3887
B -0.7385 2.5521 -1.1606
N -0.4421 1.5171 -2.3041
C 0.5998 1.5788 -3.1710
C 0.5499 0.4724 -3.9849
C -0.5939 -0.2240 -3.5447
N -1.1831 0.4034 -2.5374
N 0.2934 2.3952 -0.0073
C 1.6445 2.3875 -0.0835
C 2.1474 2.3417 1.1937
C 0.9952 2.3335 2.0077
N -0.1133 2.3609 1.2870
N -0.6026 3.9497 -1.8024
C -1.2109 4.3405 -2.9442
C -0.8873 5.6566 -3.1694
C -0.0387 5.9808 -2.0908
N 0.1319 4.9557 -1.2708
H -5.0481 3.3255 0.5720
H -4.3544 0.6784 0.8969
H -2.8716 4.3830 -0.7036
H 1.2749 2.4203 -3.1703
H 1.2236 0.2148 -4.7845
H -1.0050 -1.1556 -3.9070
H 2.1583 2.4323 -1.0290
H 3.1837 2.3263 1.4878
H 0.9226 2.3001 3.0854
H -1.8309 3.6527 -3.4989
H -1.2062 6.2811 -3.9868
H 0.4551 6.9175 -1.8777
O 2.3380 -5.5727 -3.5338
C 1.8215 -4.7693 -2.7999
C 2.4447 -4.1737 -1.5401
O 3.4614 -4.5157 -0.9918
C 1.5503 -3.0255 -1.1070
C 0.2121 -3.2507 -1.7709
O -0.8826 -2.8375 -1.3985
C 0.4552 -4.1251 -2.9692
O -0.3262 -4.2926 -3.8782
O 1.9094 -2.0640 -0.4493
C 3.7131 -2.4179 5.7115
C 2.6394 -2.2315 4.6742
C 2.5589 -1.0853 3.8994
C 1.5611 -0.9773 2.9407
N 0.6513 -1.9239 2.7134
C 0.7294 -3.0248 3.4639
C 1.6901 -3.2205 4.4396
H 4.2433 -1.4864 5.9082
H 4.4478 -3.1557 5.3817
H 3.2925 -2.7744 6.6532
H 3.2699 -0.2774 4.0293
H 1.4926 -0.0844 2.3280
H -0.0169 -3.7891 3.2742
H 1.6950 -4.1414 5.0116
Cl -5.1613 -3.7978 -0.9300
C -3.7774 -2.9831 -0.1818
H -3.9136 -1.9052 -0.2009
H -2.8765 -3.2588 -0.7252
O -2.9807 -2.7383 1.8825
N -3.6058 -3.5070 1.2228
*
```

Summary:
Energy in eV: -66162.519
Gap between HOMO and LUMO (alpha / beta) in eV: 7.321 / 6.928

Below is a molecular structure, C24H21Br4F6N3O6S2SbTi in a non-equilibrium geometry, with properties calculated with wB97M-V/def2-TZVPD.

```
! RIJCOSX wB97M-V def2-TZVPD def2/J DEFGRID3
* xyz -2 2
Ti 0.2703 -0.4089 0.2695
C 2.8073 -4.5824 -2.6225
C 1.3459 -4.8380 -2.9939
N 0.7168 -3.6580 -3.5758
C 0.9400 -3.3829 -4.9908
C -0.3010 -3.7416 -5.8068
C 0.1011 -2.7344 -2.8254
S -0.4892 -3.1631 -1.2332
N -0.1643 -1.5569 -3.3782
C -0.4083 -0.4484 -2.6857
O -0.2911 -0.3487 -1.4260
C -0.7846 0.7380 -3.4511
C -0.3404 2.0011 -3.0591
C -0.7255 3.1224 -3.7689
C -1.5685 2.9995 -4.8649
C -1.9981 1.7412 -5.2728
C -1.5960 0.6158 -4.5815
H 3.1434 -5.3467 -1.9218
H 2.9051 -3.6107 -2.1336
H 3.4560 -4.5905 -3.5003
H 0.7926 -5.1247 -2.1001
H 1.2715 -5.6539 -3.7152
H 1.7956 -3.9714 -5.3211
H 1.1692 -2.3275 -5.1232
H -0.5890 -4.7774 -5.6217
H -0.1113 -3.6160 -6.8734
H -1.1270 -3.0922 -5.5172
H 0.3348 2.0764 -2.2150
H -0.3764 4.1004 -3.4652
H -1.8914 3.8851 -5.3968
H -2.6565 1.6447 -6.1268
H -1.9236 -0.3725 -4.8774
Br -5.2684 3.1572 -1.2292
C -3.5238 2.7218 -0.6621
C -2.4943 3.6463 -0.7800
Br -2.8389 5.3669 -1.4676
C -1.1909 3.2940 -0.4037
Br 0.2450 4.5100 -0.5513
C -0.8947 2.0212 0.0653
O 0.3009 1.5495 0.3163
C -1.9729 1.0945 0.2684
O -1.6291 -0.0536 0.7798
C -3.2562 1.4557 -0.1299
Br -4.6049 0.1483 0.0579
F 1.9186 -0.7415 -0.3415
Sb 1.9022 -3.7018 0.5016
F 1.4810 -5.6566 0.0210
F 3.7298 -4.4263 0.5283
F 1.2497 -4.2832 2.2246
F 2.8173 -2.3398 1.7074
F -0.0311 -1.8697 1.2412
N 1.2524 0.0056 2.3468
C 2.1808 0.9625 2.8559
C 2.0663 1.4556 4.1510
C 3.0158 2.3388 4.6495
C 4.0701 2.7283 3.8446
C 4.1825 2.2706 2.5436
C 3.2337 1.3862 2.0487
S 5.3222 3.8369 4.5563
O 6.4624 3.7566 3.6553
O 4.6661 5.1402 4.5758
O 5.5708 3.2904 5.8843
H 0.6110 -0.3304 3.0521
H 1.7953 -0.8045 2.0205
H 1.2420 1.1257 4.7764
H 2.9679 2.7175 5.6613
H 5.0142 2.6024 1.9378
H 3.2985 0.9939 1.0407
*
```

Summary:
Energy in eV: -389793.740
Gap between HOMO and LUMO (alpha / beta) in eV: 6.184 / 4.206

Below is a molecular structure, C24H21Cl7CoS in a non-equilibrium geometry, with properties calculated with wB97M-V/def2-TZVPD.

```
! RIJCOSX wB97M-V def2-TZVPD def2/J DEFGRID3
* xyz 0 4
Co 0.1700 0.1291 -0.3041
C 3.2181 0.0694 -2.1040
C 1.8918 -0.5906 -1.7999
C 0.7895 -0.2622 -2.5778
C 0.9314 0.8028 -3.6403
C -0.5029 -0.8401 -2.3927
C -1.6122 -0.5691 -3.3787
C -0.7049 -1.6707 -1.2752
C -2.1177 -2.1706 -1.0408
C 0.4204 -1.9113 -0.4736
C -0.1008 -4.6109 0.1706
C 1.8381 -1.6691 -0.7821
C 2.9549 -2.1554 -0.1932
H 4.0592 -0.5008 -1.7294
H 3.2802 1.0648 -1.6576
H 3.3710 0.1742 -3.1773
H 1.2062 0.3581 -4.6008
H 1.6975 1.5284 -3.3822
H -0.0013 1.3455 -3.7809
H -2.1854 0.3295 -3.1345
H -2.3054 -1.4044 -3.4352
H -1.2050 -0.4347 -4.3796
H -2.8168 -1.4360 -1.4282
H -2.4046 -2.3008 -0.0030
H -2.2709 -3.1186 -1.5595
H -0.0091 -5.3475 0.9965
H -1.1941 -2.6856 1.0038
H -0.0285 -3.7027 2.1148
H 3.0047 -2.8121 0.6601
H 3.9219 -1.7908 -0.4929
H 1.4819 -3.2206 1.0459
Cl -0.1124 2.6167 -0.8403
C -1.1768 3.1663 0.4314
C -1.3252 4.5317 0.5786
C -2.1173 5.0165 1.6061
C -2.7393 4.1324 2.4717
C -2.5742 2.7687 2.3029
Cl -3.3685 1.7067 3.4174
C -1.7951 2.2321 1.2681
S -1.6296 0.5086 1.0622
H -0.8142 5.2023 -0.0978
H -2.2402 6.0825 1.7381
H -3.3528 4.4904 3.2865
Cl 1.7627 2.2002 1.6825
C 1.1755 0.7259 2.3751
C 0.4273 -0.1876 1.5502
C 0.4073 -1.4644 2.1398
Cl 0.1563 -2.9030 1.0342
C 0.6338 -1.7292 3.4914
Cl 0.2559 -3.2820 4.2043
C 1.0859 -0.7279 4.3108
Cl 1.2168 -0.9433 6.0140
C 1.4627 0.4865 3.6959
Cl 2.3151 1.6442 4.6457
*
```

Summary:
Energy in eV: -161329.349
Gap between HOMO and LUMO (alpha / beta) in eV: 6.239 / 5.039

Below is a molecular structure, C24H21ClN2PTb in a non-equilibrium geometry, with properties calculated with wB97M-V/def2-TZVPD.

```
! RIJCOSX wB97M-V def2-TZVPD def2/J DEFGRID3
* xyz 2 7
Tb -0.6540 -1.5373 1.0104
Cl -1.5495 -1.0398 3.2425
P 0.1568 0.9292 -0.2498
C -0.6698 1.3554 -1.8197
C 0.0481 1.7146 -2.9746
C -0.6378 2.0491 -4.1481
C -2.0322 1.9580 -4.2041
C -2.7436 1.4960 -3.0887
C -2.0686 1.1847 -1.9089
C -0.4693 2.1191 1.0105
C 0.1009 2.0570 2.2967
C -0.4301 2.8185 3.3363
C -1.5178 3.6681 3.1022
C -2.0921 3.7258 1.8276
C -1.5714 2.9574 0.7835
C 1.9029 1.4177 -0.4292
C 2.9140 0.4738 -0.1626
C 4.2533 0.8213 -0.3394
C 4.5997 2.1074 -0.7747
C 3.5996 3.0568 -1.0091
C 2.2526 2.7197 -0.8241
H 0.9463 1.3867 2.4851
H 0.0100 2.7517 4.3328
H -1.9137 4.2851 3.9116
H -2.9497 4.3739 1.6412
H -2.0261 2.9938 -0.2055
H 1.1383 1.7413 -2.9526
H -0.0780 2.3831 -5.0236
H -2.5682 2.2401 -5.1134
H -3.8282 1.3901 -3.1360
H -2.6340 0.8192 -1.0451
H 2.6455 -0.5340 0.1711
H 5.0360 0.0875 -0.1424
H 5.6496 2.3640 -0.9323
H 3.8639 4.0600 -1.3488
H 1.4752 3.4642 -1.0094
H 0.0203 -1.9525 -1.3787
H 0.7200 -1.8611 -1.0733
N -2.5690 -6.8772 4.0764
C -1.9766 -6.3716 3.1971
C -1.2407 -5.7545 2.1007
C -0.5996 -6.5427 1.1444
C 0.0882 -5.9363 0.0995
C 0.1293 -4.5568 0.0268
N -0.4934 -3.7837 0.9672
C -1.1798 -4.3708 2.0018
H -0.6512 -7.6296 1.2351
H 0.5946 -6.5306 -0.6628
H 0.6450 -4.0075 -0.7645
H -1.6459 -3.6845 2.7207
*
```

Summary:
Energy in eV: -72437.756
Gap between HOMO and LUMO (alpha / beta) in eV: 5.071 / 7.383

Below is a molecular structure, C24H21CrO3 in a non-equilibrium geometry, with properties calculated with wB97M-V/def2-TZVPD.

```
! RIJCOSX wB97M-V def2-TZVPD def2/J DEFGRID3
* xyz 2 4
C -1.8737 -1.1955 2.1117
C -1.0459 -0.0023 1.6727
C 0.4052 -0.1593 1.4044
C 1.4050 0.5956 2.2570
C 1.3182 -0.8993 2.3554
C -1.6072 1.2132 1.3730
H -1.2865 -2.1142 1.9931
H -2.1862 -1.1478 3.1728
H -2.7961 -1.2875 1.5051
H 0.6443 -0.2388 0.3378
H 2.3001 0.9709 1.7634
H 1.0373 1.2015 3.0862
H 0.8899 -1.3409 3.2568
H 2.1495 -1.4382 1.9073
H -0.9740 2.1173 1.5313
H -2.6953 1.3721 1.5407
O -5.3452 0.4903 -6.8436
C -4.7574 -0.0701 -6.0067
Cr -3.4972 -0.9524 -4.8918
C -2.6816 0.7439 -4.8245
O -2.1875 1.7873 -5.0041
C -2.5686 -1.1801 -6.4901
O -2.0505 -1.1433 -7.5732
C -4.3728 -2.9352 -4.5722
C -5.1049 -1.9366 -3.8958
C -4.4367 -1.0279 -3.0498
C -3.0542 -1.1851 -2.7564
C -2.3757 -0.2035 -1.9100
C -2.0719 0.6894 -1.1347
C -1.4504 1.7297 -0.3812
C -1.9573 3.1293 -0.5822
C -1.2053 4.2829 -0.2109
C -1.8129 5.5406 -0.2008
C -3.1351 5.7132 -0.6015
C -3.8356 4.6266 -1.0974
C -3.2460 3.3465 -1.1346
C -2.3315 -2.0903 -3.5555
C -2.9801 -3.0007 -4.3945
H -4.8808 -3.6107 -5.2922
H -6.1768 -1.8347 -4.1196
H -4.9574 -0.1397 -2.6772
H -0.3802 1.6019 -0.1379
H -0.1607 4.1630 0.1130
H -1.2747 6.3733 0.2214
H -3.6305 6.6627 -0.4633
H -4.8803 4.7091 -1.3792
H -3.8116 2.4937 -1.5382
H -1.2492 -2.0469 -3.5485
H -2.4243 -3.7363 -4.9819
*
```

Summary:
Energy in eV: -59769.127
Gap between HOMO and LUMO (alpha / beta) in eV: 4.766 / 5.991

Below is a molecular structure, C24H21F3IrN5OS2, with properties calculated with wB97M-V/def2-TZVPD.

```
! RIJCOSX wB97M-V def2-TZVPD def2/J DEFGRID3
* xyz 2 5
Ir -0.6724 0.1615 -1.7985
F 0.7827 5.1085 -2.3823
C 1.4501 4.6169 -3.4382
F 0.5994 4.5499 -4.4677
F 2.4235 5.4655 -3.7495
C 2.0052 3.2442 -3.1137
C 3.3675 2.9904 -3.1770
C 3.8366 1.7238 -2.8694
C 2.9276 0.7399 -2.5075
N 1.6206 0.9749 -2.4363
C 1.1639 2.2058 -2.7279
S -0.5742 2.3284 -2.5539
H 4.0485 3.7796 -3.4651
H 4.8923 1.4972 -2.9075
H 3.2578 -0.2622 -2.2652
C -4.6835 -0.9230 -3.4332
C -3.6454 -0.9620 -2.3603
O -2.8888 0.0207 -2.1816
N -3.5538 -2.0594 -1.6089
C -2.6257 -2.2112 -0.4962
C -1.2988 -2.7911 -0.9272
C -0.9741 -4.1049 -0.6411
C 0.2084 -4.6444 -1.1261
C 1.0354 -3.8515 -1.9033
C 0.6656 -2.5419 -2.1325
N -0.4681 -2.0082 -1.6462
H -5.0890 0.0839 -3.4953
H -5.4859 -1.6382 -3.2666
H -4.2019 -1.1468 -4.3871
H -4.1965 -2.8128 -1.7990
H -3.0872 -2.8761 0.2309
H -2.4965 -1.2408 -0.0164
H -1.6532 -4.7058 -0.0518
H 0.4709 -5.6713 -0.9102
H 1.9543 -4.2328 -2.3245
H 1.2832 -1.8823 -2.7275
S -0.8620 1.5862 4.7633
C -0.7361 1.1998 3.0745
C 0.0536 0.1649 2.5556
C 0.0406 -0.0736 1.2044
N -0.6996 0.6500 0.3429
C -1.4609 1.6465 0.8333
C -1.5071 1.9452 2.1713
C 0.6055 0.8180 5.4172
C 1.8396 1.4302 5.2532
C 2.9518 0.7919 5.7831
N 2.8935 -0.3633 6.4411
C 1.6993 -0.9195 6.6128
C 0.5196 -0.3728 6.1203
H 0.6708 -0.4429 3.2020
H 0.6379 -0.8711 0.7781
H -2.0354 2.2160 0.1149
H -2.1256 2.7636 2.5144
H 1.9343 2.3784 4.7416
H 3.9353 1.2352 5.6791
H 1.6779 -1.8494 7.1689
H -0.4316 -0.8576 6.2920
*
```

Summary:
Energy in eV: -67373.628
Gap between HOMO and LUMO (alpha / beta) in eV: 8.243 / 5.444

Below is a gas-phase ion, C24H21F3N (charge +1) in a non-equilibrium geometry, with properties calculated with wB97M-V/def2-TZVPD.

```
! RIJCOSX wB97M-V def2-TZVPD def2/J DEFGRID3
* xyz 1 1
F 2.4782 1.7863 -3.1449
C 1.7804 1.4468 -2.0276
F 1.6799 2.5909 -1.2849
F 2.5566 0.5420 -1.3552
C 0.4248 0.8760 -2.3536
C 0.4297 -0.0012 -3.6047
C -0.3505 -1.2869 -3.3446
C -0.7048 -1.3496 -1.8679
N -0.3233 -0.0110 -1.2677
C -0.2330 -0.0268 0.2129
C -1.6971 -0.0851 0.6755
C -2.6124 0.8085 0.0889
C -3.9808 0.7310 0.3887
C -4.4436 -0.1854 1.3423
C -3.5113 -0.9828 2.0257
C -2.1452 -0.9257 1.6950
C 0.6874 -1.1715 0.6912
C 0.4413 -2.5271 0.9019
C 1.4715 -3.3339 1.4317
C 2.7190 -2.7903 1.7632
C 2.9386 -1.4160 1.6341
C 1.9000 -0.6232 1.1454
C 1.7434 0.8274 1.2547
C 2.5278 1.7166 1.9728
C 2.0246 2.9920 2.2206
C 0.7390 3.3399 1.7900
C -0.0533 2.4360 1.0637
C 0.4788 1.1980 0.7591
H -0.2204 1.7638 -2.4853
H 1.4695 -0.2716 -3.8344
H 0.0619 0.5829 -4.4654
H 0.2675 -2.1620 -3.6037
H -1.2774 -1.3705 -3.9360
H -1.7891 -1.4631 -1.6938
H -0.1567 -2.1471 -1.3602
H -1.2209 0.4932 -1.3966
H -2.2753 1.6168 -0.5795
H -4.6666 1.4040 -0.1400
H -5.5128 -0.2423 1.5767
H -3.8358 -1.6629 2.8204
H -1.4176 -1.5324 2.2425
H -0.5310 -2.9717 0.6580
H 1.2930 -4.4024 1.5889
H 3.5234 -3.4252 2.1400
H 3.8783 -0.9360 1.9134
H 3.5134 1.3868 2.2975
H 2.6414 3.7197 2.7539
H 0.3442 4.3412 1.9783
H -1.0548 2.7040 0.7193
*
```

Summary:
SMILES string: FC(F)(F)[C@H]1CCC[N@H+]1C1(c2ccccc2)c2ccccc2-c2ccccc21
Energy in eV: -34865.063
Gap between HOMO and LUMO in eV: 8.539

Below is a molecular structure, C24H21FLaN4O7S4 in a non-equilibrium geometry, with properties calculated with wB97M-V/def2-TZVPD.

```
! RIJCOSX wB97M-V def2-TZVPD def2/J DEFGRID3
* xyz -1 1
La -2.5243 4.0322 -0.9012
O -1.1023 3.6012 -5.1724
C -1.5833 3.4562 -4.0586
O -1.4132 4.2216 -3.0297
C -2.4966 2.2398 -3.8857
C -2.7507 1.2805 -4.8793
C -3.4721 0.1672 -4.5165
C -4.0262 0.0822 -3.2332
C -3.8518 1.1665 -2.3710
N -3.0306 2.1540 -2.6906
C -4.5197 1.3939 -0.9784
O -5.1945 0.4551 -0.5746
O -4.2067 2.4887 -0.3714
H -2.3364 1.4147 -5.8786
H -3.6164 -0.6849 -5.2169
H -4.5823 -0.7729 -2.8408
S -3.4134 6.8903 -0.1420
S -5.0327 7.6162 -0.8717
S -5.6150 6.7787 -2.6195
S -5.1004 4.9718 -3.0246
F 2.2025 -1.1989 -1.8886
C 1.6758 -0.7823 -0.6820
C 1.0849 0.4448 -0.5584
C 0.6934 0.9391 0.6823
C -0.1408 2.1283 0.6845
O -0.5014 2.6015 -0.4453
C -0.4856 2.6084 2.0251
C 0.0736 2.0055 3.1331
N 0.9301 0.8710 3.1251
C 1.1371 0.2633 4.3933
C 0.8755 -1.2503 4.5897
C 2.2434 -0.6704 4.7296
C 1.0990 0.2256 1.8533
C 1.6512 -1.0294 1.7173
C 1.9908 -1.5786 0.4489
N 2.4579 -2.8844 0.2928
C 3.3861 -3.5270 1.1922
C 3.7718 -4.9227 0.7420
N 3.9093 -5.0822 -0.7947
C 2.7274 -4.5805 -1.5467
C 1.7991 -3.7573 -0.6821
C -1.2340 3.9294 2.2273
O -1.2561 4.4587 3.3293
O -1.8017 4.4765 1.1923
H 0.8724 1.0680 -1.4175
H -0.0594 2.4499 4.1336
H 0.8352 0.8475 5.2638
H 0.5654 -1.8771 3.7368
H 0.4245 -1.3665 5.5297
H 3.0426 -0.7068 3.9758
H 2.6202 -0.6160 5.7607
H 2.0461 -1.4572 2.6590
H 2.9114 -3.6441 2.1909
H 4.2797 -2.8888 1.3907
H 3.0304 -5.6531 1.0133
H 4.8036 -5.2252 1.1138
H 3.9614 -6.0976 -0.9109
H 4.7764 -4.6100 -1.1572
H 2.1895 -5.3983 -2.0100
H 3.0851 -3.9339 -2.3617
H 1.0823 -4.3970 -0.1450
H 1.1127 -3.1347 -1.2695
*
```

Summary:
Energy in eV: -92443.499
Gap between HOMO and LUMO (alpha / beta) in eV: 3.643 / 5.325